{"formula": "C30H34N6O10", "method": "the ωB97M-V functional and the def2-TZVPD basis", "total_charge": 0, "lumo_ev": -1.120, "largest_force_ev_per_a": 13.3, "smiles": "O=[N+]([O-])c1ccccc1.O=[N+]([O-])c1ccccc1.O=[N+]([O-])c1ccccc1.O=[N+]([O-])c1ccccc1.CN(C)C=O.CN(C)C=O", "e_homo_ev": -8.956, "elements": ["C", "C", "C", "C", "C", "C", "N", "O", "O", "H", "H", "H", "H", "H", "C", "C", "C", "C", "C", "C", "N", "O", "O", "H", "H", "H", "H", "H", "C", "C", "C", "C", "C", "C", "N", "O", "O", "H", "H", "H", "H", "H", "C", "C", "C", "C", "C", "C", "N", "O", "O", "H", "H", "H", "H", "H", "C", "O", "N", "C", "C", "H", "H", "H", "H", "H", "H", "H", "C", "O", "N", "C", "C", "H", "H", "H", "H", "H", "H", "H"], "coordinates": [[36.73300, 50.44400, 18.93600], [36.06500, 51.56400, 18.24600], [34.56000, 51.24300, 17.71800], [33.92100, 49.91300, 18.04000], [34.76200, 48.81200, 18.76600], [36.21400, 49.15200, 19.11200], [32.59900, 49.55000, 17.59400], [32.32700, 48.43700, 17.30800], [31.77200, 50.45100, 17.57700], [37.83300, 50.53400, 19.27700], [36.45000, 52.42600, 18.19400], [33.90800, 51.94100, 17.29500], [34.36400, 47.79800, 18.91100], [36.72600, 48.22000, 19.61800], [36.37600, 45.05700, 9.41500], [36.68100, 46.46500, 10.08400], [35.96200, 47.61500, 9.57500], [34.72200, 47.52900, 8.64400], [34.52000, 46.08400, 7.98000], [35.34700, 44.95700, 8.48800], [33.99600, 48.71800, 8.23800], [33.03800, 48.51300, 7.31900], [34.20500, 49.67800, 8.80400], [37.12900, 44.18900, 9.63300], [37.56200, 46.51400, 10.61000], [36.40000, 48.67400, 9.85800], [33.72700, 46.08300, 7.11400], [35.20900, 44.12900, 7.98300], [40.29600, 56.66300, 8.91400], [39.73600, 56.69600, 10.30800], [39.34000, 55.34500, 10.86900], [39.44500, 54.06200, 10.12500], [39.93500, 54.12100, 8.63600], [40.36300, 55.51500, 8.13500], [38.98800, 52.73100, 10.69600], [39.00100, 51.72300, 9.95700], [38.65500, 52.79400, 11.91400], [40.56700, 57.74700, 8.66500], [39.42700, 57.60800, 11.02500], [39.03200, 55.27200, 11.88400], [39.94600, 53.08700, 7.99800], [40.71100, 55.70300, 7.17700], [31.72000, 47.50900, 13.36400], [30.98000, 48.21000, 12.18600], [31.40300, 49.52500, 11.67000], [32.96100, 49.92500, 11.89400], [33.55300, 49.29500, 13.15700], [32.92400, 48.05000, 13.81600], [33.63800, 50.94200, 11.20700], [34.91000, 51.03300, 11.24600], [33.02200, 51.79600, 10.62400], [31.33900, 46.69400, 13.93000], [29.99500, 47.94400, 11.93800], [30.70800, 49.77300, 10.93500], [34.54300, 49.68100, 13.34100], [33.28500, 47.67400, 14.65400], [42.74300, 45.66000, 15.02800], [42.68900, 45.69800, 16.33400], [41.88000, 46.33000, 14.34400], [41.89200, 46.21200, 12.87100], [40.66500, 46.98800, 14.90300], [43.54400, 45.01100, 14.57700], [42.10000, 45.20600, 12.48700], [42.60000, 46.77300, 12.47000], [40.96100, 46.73900, 12.28700], [40.98200, 47.93500, 15.34800], [40.11900, 46.18600, 15.56800], [40.02800, 46.94900, 14.14300], [37.14900, 49.52300, 13.09200], [37.10600, 48.37100, 12.65900], [37.05300, 49.79400, 14.35900], [36.96300, 51.17300, 14.88600], [36.81700, 48.72800, 15.28800], [37.47100, 50.22000, 12.53300], [37.75900, 51.50100, 15.52400], [35.99500, 51.30300, 15.46700], [37.00500, 51.86000, 14.08400], [37.46700, 47.91900, 15.14800], [35.88000, 48.49000, 15.30100], [36.72200, 49.13100, 16.40500]], "forces_ev_per_angstrom": [[0.8, 1.4, -1.1], [-7.1, -11.2, 0.8], [3.2, -3.7, 3.8], [6.4, -0.2, 1.6], [1.7, 4.2, -1.8], [-4.5, -2.4, 0.1], [-1.0, 2.8, 0.5], [0.3, -2.7, -0.5], [0.3, 0.5, -0.1], [-2.0, 0.3, -0.6], [2.8, 6.5, -0.7], [-0.5, 1.2, -0.8], [0.1, 0.7, 0.0], [-0.6, 2.5, -1.1], [1.3, 3.3, 1.8], [-4.3, -2.3, -5.5], [-0.7, 0.3, -0.2], [3.9, -6.3, 0.0], [0.5, 3.9, 2.2], [-0.4, 6.1, 1.0], [-4.0, -6.7, -4.9], [3.4, 1.0, 3.0], [0.8, 5.4, 2.2], [-1.8, 1.7, -0.4], [1.6, 0.6, 1.4], [-1.4, -2.3, -0.4], [1.7, -0.5, 2.0], [-0.7, -4.3, -2.3], [-1.7, 2.2, 4.2], [-1.0, -3.9, 0.0], [1.4, 0.3, -2.9], [1.3, 2.8, -4.0], [-0.5, 1.2, 2.3], [-1.6, -3.1, 3.2], [0.1, 0.3, 0.7], [-0.1, 2.4, 2.1], [0.6, -0.9, -3.0], [-0.1, -2.1, -0.7], [1.3, -2.0, -2.2], [-0.4, 0.0, 0.6], [0.1, 3.1, 1.6], [0.6, -0.5, -1.8], [0.3, 3.6, -3.0], [3.9, 2.7, 3.1], [4.5, -4.5, 2.0], [-4.1, -4.7, 5.1], [-2.8, -1.1, -3.8], [-2.0, 4.6, -5.7], [3.6, 2.4, -0.3], [-2.3, -1.3, 0.7], [-1.4, -0.1, -0.4], [-0.6, -0.7, -0.1], [-1.0, -0.7, -0.3], [-0.3, 1.6, -1.4], [0.1, -0.3, 0.6], [2.2, -1.5, 3.6], [1.2, -1.1, 7.1], [0.5, -0.4, -4.3], [-2.3, 0.8, -3.4], [-4.1, -0.7, -0.3], [2.6, -3.1, 3.8], [-0.9, 0.8, -0.3], [-0.6, 0.0, 0.4], [3.7, 2.6, -1.4], [1.7, -1.8, 2.0], [-0.8, -0.3, 0.1], [1.5, 1.9, -0.2], [-2.6, 1.2, -3.3], [-0.5, -6.2, 1.8], [-0.4, -0.2, -0.1], [-0.3, 2.1, 3.2], [-1.5, -0.8, 0.3], [3.0, 3.3, 3.3], [1.7, 5.8, -4.4], [0.7, -0.5, 0.6], [1.1, -0.1, -0.9], [-0.3, 0.7, -1.1], [0.8, -1.1, 0.0], [-5.8, -2.4, -1.0], [1.5, -0.5, -2.1]]}